No. 1
The following is a DFT calculation (ωB97M-V/def2-TZVPD) of a cluster of 2 separate species, CH2NO2PS2 in total in a non-equilibrium geometry.

Structure (XYZ):
```
9
Properties=species:S:1:pos:R:3:forces:R:3
C 1.36962 2.72876 -0.41685 0.329 0.379 -0.634
N 0.20592 -0.46384 -0.17169 0.861 1.251 2.422
O 0.40860 3.14037 0.04111 -1.786 0.458 1.190
O 2.31241 2.38006 -0.96269 1.454 -0.669 -0.727
P 1.89037 -0.68063 0.11175 0.175 -0.670 -1.537
S 2.63678 -1.99233 -1.21181 -0.870 1.934 2.048
S 2.63773 0.42090 1.55737 -0.781 -1.414 -1.191
H -0.14407 0.17388 0.57936 0.322 -0.880 -0.385
H -0.12462 0.00572 -0.99117 0.295 -0.389 -1.186
```
Positions in Å, forces in eV/Å.

## Properties
- Molar mass: 155.14 g mol⁻¹
- Highest occupied orbital energy: -9.6 eV
- HOMO-LUMO gap: 0.3082 Eh

---

No. 2
The following is a DFT calculation (ωB97M-V/def2-TZVPD) of a cluster of 5 separate species, C16H28ClN4O4 in total in a non-equilibrium geometry.

Structure (XYZ):
```
53
Properties=species:S:1:pos:R:3:forces:R:3
Cl 1.83704 -1.89663 -0.85858 0.901 -0.065 -0.071
O 0.60653 -1.21433 -0.47974 -0.159 0.123 0.115
O 2.17395 -1.53262 -2.21629 -0.291 -0.007 -0.038
O 2.91923 -1.49396 0.01182 -0.461 0.056 0.092
O 1.64987 -3.32115 -0.75122 -0.278 0.047 -0.104
C -3.19254 -1.25656 -1.73220 0.028 -0.134 0.319
C -2.27242 -0.47498 -2.64797 0.653 -0.260 -0.426
C -1.25539 -1.35681 -3.39501 0.197 -0.698 0.738
C -1.88551 -2.43525 -4.16199 0.113 0.311 -0.390
N -2.37905 -3.28630 -4.75597 -0.066 0.026 0.053
H -3.93916 -0.58195 -1.30871 -0.101 -0.125 0.015
H -2.64044 -1.71879 -0.90782 0.101 0.168 -0.025
H -3.69679 -2.08500 -2.23406 -0.106 0.193 -0.182
H -1.65636 0.21793 -2.07538 -0.196 0.160 0.046
H -2.83531 0.09665 -3.38769 -0.087 0.081 0.110
H -0.60502 -1.88168 -2.68076 -0.139 0.223 0.129
H -0.54712 -0.77554 -3.98249 -0.256 0.004 -0.341
C -0.61256 2.01838 2.07343 -0.284 -0.131 0.072
C -1.48988 0.89873 1.47952 0.181 0.769 0.539
C -2.81424 1.46124 0.96333 -0.595 -0.210 0.599
C -2.66260 2.18830 -0.27855 -0.029 0.276 -0.044
N -2.50133 2.81583 -1.22421 0.028 0.088 -0.291
H -1.21653 2.72801 2.64933 -0.019 0.013 -0.157
H -0.07574 2.55721 1.29689 -0.004 0.088 0.032
H 0.11278 1.62433 2.77832 0.245 -0.173 -0.111
H -1.72556 0.20169 2.28517 0.082 -0.269 -0.261
H -0.94438 0.42252 0.66948 -0.031 -0.477 0.100
H -3.25504 2.14054 1.70344 0.247 0.134 -0.074
H -3.59384 0.70183 0.86685 0.257 -0.211 -0.367
C 1.38950 -4.01613 2.48714 0.261 -0.373 0.454
C 0.62281 -2.72865 2.68823 -1.188 -0.666 -0.724
C 1.42478 -1.54384 3.18385 -0.432 0.445 0.766
C 2.28077 -1.87003 4.32500 0.194 -0.106 -0.500
N 2.94838 -2.13301 5.21789 0.166 -0.074 0.406
H 2.13233 -3.91728 1.69872 0.041 -0.054 0.005
H 0.71732 -4.84107 2.24494 -0.062 0.144 -0.279
H 1.86849 -4.32633 3.42320 0.181 0.144 -0.117
H -0.25322 -2.93656 3.31791 0.377 0.168 0.465
H 0.12886 -2.47674 1.74362 0.413 0.301 -0.082
H 0.72598 -0.82633 3.63068 -0.003 0.236 -0.431
H 1.99503 -1.04370 2.40090 0.108 -0.153 -0.045
C 2.17055 4.48844 -1.64767 -0.289 -0.177 0.885
C 1.14212 3.43534 -1.21575 -0.397 0.442 -0.758
C 1.69969 2.01817 -1.17625 -0.252 -0.335 0.489
C 2.74817 1.83466 -0.16653 0.473 0.077 0.208
N 3.56397 1.70610 0.63669 -0.371 0.207 -0.279
H 1.73333 5.48614 -1.59625 -0.040 0.003 -0.231
H 2.50299 4.27220 -2.66032 0.174 0.110 -0.026
H 3.01349 4.49528 -0.95190 0.147 -0.085 -0.222
H 0.33191 3.46730 -1.95308 0.062 -0.275 -0.016
H 0.61369 3.68386 -0.29318 0.460 0.088 0.180
H 2.08000 1.70203 -2.14811 0.045 -0.019 0.025
H 0.91643 1.30850 -0.88870 0.006 -0.047 -0.250
```
Positions in Å, forces in eV/Å.

## Properties
- Molar mass: 375.88 g mol⁻¹
- Total charge: -1
- Highest occupied orbital energy: -6.9 eV
- HOMO-LUMO gap: 0.3430 Eh

---

No. 3
The following is a DFT calculation (ωB97M-V/def2-TZVPD) of an isolated molecule of C4H3NOS in a non-equilibrium geometry.

Structure (XYZ):
```
10
Properties=species:S:1:pos:R:3:forces:R:3
C -0.02012 -1.50459 -0.08554 0.926 1.875 -0.179
C 0.67167 -0.21336 -0.22397 -2.111 2.432 -1.074
C -0.12729 0.95390 -0.37426 1.475 -3.780 1.624
C 1.38700 1.02237 0.08509 0.251 0.412 0.109
N -1.23980 -1.38426 0.13798 -3.338 0.926 0.736
O -2.86267 0.64126 -0.12724 -3.295 0.735 -1.631
S -1.68830 0.27224 0.53331 4.660 -1.038 0.730
H 0.23100 -2.48869 -0.33189 1.583 -1.285 -0.085
H 1.69467 1.24354 1.15466 -0.121 -0.197 -1.459
H 1.95385 1.45759 -0.76812 -0.031 -0.080 1.231
```
Positions in Å, forces in eV/Å.

## Properties
- Molar mass: 113.14 g mol⁻¹
- Highest occupied orbital energy: -9.7 eV
- HOMO-LUMO gap: 0.3339 Eh

---

No. 4
The following is a DFT calculation (ωB97M-V/def2-TZVPD) of a cluster of 2 separate species, CH4N2O3 in total in a non-equilibrium geometry.

Structure (XYZ):
```
10
Properties=species:S:1:pos:R:3:forces:R:3
C -0.60406 -0.49558 -0.63882 0.171 -2.239 -1.563
N 0.00358 0.33902 0.03424 2.332 1.616 0.562
O -0.75699 1.31036 0.67587 2.841 1.509 1.515
H -0.03963 -1.25585 -1.27875 -0.643 1.237 1.273
H -1.65396 -0.53305 -0.60196 -1.490 -0.045 -0.297
H 0.03272 1.89367 1.11356 -3.143 -1.969 -1.440
O 4.45145 -0.61991 -0.32365 -0.581 -0.005 -0.864
N 3.36815 -0.25623 -0.56984 1.015 0.519 1.977
O 2.93555 0.61423 0.51760 1.804 -0.888 -0.836
H 2.01756 0.63257 0.33054 -2.307 0.264 -0.326
```
Positions in Å, forces in eV/Å.

## Properties
- Molar mass: 92.05 g mol⁻¹
- Highest occupied orbital energy: -10.5 eV
- HOMO-LUMO gap: 0.3970 Eh
- Structure (SMILES): C=NO.O=NO

---

Among the records above, which one has the highest HOMO-LUMO gap?
CH4N2O3

---

Which of these has the highest molar mass?
C16H28ClN4O4